Molecular formula: C3H2KO3
Method: DFT, ωB97M-V with the def2-TZVPD basis set

Each line ends with the natural charge from an NBO analysis.
Geometry (Å):
C -1.81432 0.73445 -0.70692  -0.377
C -0.71445 1.08611 -0.27799  0.319
O 0.52143 0.78158 -0.09258  -0.584
C 1.01977 -0.71942 -0.06922  1.042
O 0.27088 -1.57158 -0.63754  -0.610
O 1.77825 -0.85041 0.85150  -0.620
H -2.88565 0.70268 -0.58062  0.268
K 2.51474 0.95558 2.54783  0.995
H -0.69066 -1.11899 -1.03447  0.568

Computed properties:
charge	+1
HOMO	-13.4847	eV
2S+1	1
total energy	-940.85720	Eh
gap between HOMO and LUMO	9.32	eV
energy relative to the best compared isomer or geometry (same formula, charge and spin)	0.377	eV